{"formula": "C26H78O20", "method": "ωB97M-V/def2-TZVPD", "e_homo_ev": -9.79, "total_charge": 0, "relative_energy_kj_mol": 129.5, "symbols": ["C", "C", "O", "O", "H", "H", "H", "H", "H", "H", "C", "C", "O", "O", "H", "H", "H", "H", "H", "H", "C", "C", "O", "O", "H", "H", "H", "H", "H", "H", "C", "C", "O", "O", "H", "H", "H", "H", "H", "H", "C", "C", "O", "O", "H", "H", "H", "H", "H", "H", "C", "C", "O", "O", "H", "H", "H", "H", "H", "H", "C", "C", "O", "O", "H", "H", "H", "H", "H", "H", "C", "C", "O", "H", "H", "H", "H", "H", "H", "C", "C", "O", "H", "H", "H", "H", "H", "H", "C", "C", "O", "H", "H", "H", "H", "H", "H", "C", "C", "O", "H", "H", "H", "H", "H", "H", "C", "C", "O", "H", "H", "H", "H", "H", "H", "C", "C", "O", "H", "H", "H", "H", "H", "H"], "coordinates": [[9.824, 15.636, 10.245], [11.063, 15.165, 9.543], [11.832, 14.274, 10.383], [10.089, 16.037, 11.624], [8.948, 14.992, 10.248], [9.501, 16.523, 9.728], [11.666, 16.030, 9.312], [10.710, 14.679, 8.620], [12.185, 13.559, 9.726], [10.530, 15.314, 12.119], [13.315, 8.454, 16.379], [13.103, 8.969, 14.990], [13.622, 10.251, 14.773], [12.698, 9.176, 17.424], [14.419, 8.370, 16.573], [12.730, 7.517, 16.458], [12.058, 8.927, 14.655], [13.695, 8.383, 14.332], [13.255, 10.855, 15.446], [12.912, 10.093, 17.426], [10.143, 11.436, 17.671], [10.937, 12.555, 17.099], [12.223, 12.050, 16.779], [10.074, 10.372, 16.811], [9.100, 11.695, 17.770], [10.565, 11.115, 18.658], [11.069, 13.382, 17.835], [10.503, 12.896, 16.187], [12.747, 12.716, 16.240], [10.857, 9.847, 16.968], [14.158, 14.367, 14.550], [14.662, 13.328, 13.494], [15.627, 13.705, 12.586], [12.975, 13.961, 15.233], [13.962, 15.373, 14.084], [14.918, 14.569, 15.371], [13.773, 12.918, 13.015], [15.206, 12.559, 14.098], [15.083, 14.058, 11.836], [12.409, 13.433, 14.666], [12.974, 18.509, 13.020], [11.782, 18.042, 13.885], [10.577, 18.440, 13.182], [12.947, 19.848, 12.743], [12.929, 17.984, 12.038], [13.939, 18.264, 13.492], [11.701, 18.528, 14.831], [11.838, 16.936, 14.021], [10.374, 17.695, 12.570], [12.039, 20.180, 12.538], [6.189, 15.871, 11.045], [6.520, 16.451, 12.398], [7.633, 15.832, 12.947], [5.976, 14.485, 11.074], [6.981, 16.081, 10.324], [5.291, 16.344, 10.607], [5.699, 16.386, 13.107], [6.669, 17.483, 12.214], [8.496, 16.256, 12.691], [6.061, 14.057, 11.972], [15.328, 15.531, 9.343], [14.507, 16.605, 8.737], [14.091, 17.517, 9.721], [14.527, 14.868, 10.376], [16.300, 15.766, 9.775], [15.625, 14.749, 8.602], [13.684, 16.252, 8.096], [15.157, 17.202, 8.003], [14.148, 17.079, 10.607], [13.575, 14.886, 10.141], [15.715, 9.225, 11.517], [14.386, 10.028, 11.437], [14.480, 11.054, 10.430], [16.529, 9.979, 11.519], [15.958, 8.638, 10.642], [15.823, 8.667, 12.457], [14.260, 10.575, 12.364], [13.559, 9.403, 11.185], [14.209, 11.889, 10.830], [10.216, 11.699, 7.947], [11.529, 11.288, 8.764], [12.555, 12.327, 8.564], [9.415, 11.066, 8.251], [10.348, 11.613, 6.871], [9.999, 12.754, 8.227], [12.020, 10.354, 8.498], [11.300, 11.246, 9.809], [13.328, 11.801, 8.876], [5.020, 11.674, 14.599], [6.393, 12.407, 14.650], [6.540, 13.263, 13.524], [4.284, 12.431, 14.728], [5.022, 11.018, 15.481], [4.795, 11.010, 13.702], [7.220, 11.739, 14.777], [6.370, 12.963, 15.634], [7.372, 13.756, 13.697], [8.945, 16.277, 17.446], [9.256, 16.282, 15.971], [8.469, 15.271, 15.423], [7.878, 16.564, 17.581], [9.620, 16.914, 18.014], [9.051, 15.320, 17.869], [10.309, 16.031, 15.856], [8.983, 17.233, 15.452], [8.243, 15.529, 14.492], [9.588, 11.406, 13.040], [9.888, 12.929, 13.097], [11.309, 13.179, 12.974], [9.769, 10.907, 13.972], [10.131, 11.035, 12.152], [8.590, 11.269, 12.682], [9.667, 13.359, 14.051], [9.317, 13.515, 12.323], [11.568, 13.110, 12.074], [10.944, 8.392, 11.822], [9.518, 8.411, 11.288], [9.477, 9.140, 10.024], [11.423, 9.395, 11.924], [11.477, 7.655, 11.227], [10.828, 8.050, 12.863], [8.930, 9.028, 12.042], [9.041, 7.428, 11.198], [8.602, 9.162, 9.696]], "forces_ev_per_angstrom": [[-0.1, 0.4, 1.4], [-0.4, -0.6, 0.4], [0.2, -1.1, -2.0], [0.3, -0.2, -0.2], [0.2, -0.7, 0.0], [-0.1, 0.6, -0.1], [0.3, 0.3, -0.2], [0.5, 0.1, 0.1], [-0.6, 0.7, 1.0], [-0.1, 0.2, -0.6], [-0.1, -0.7, 0.6], [-0.5, 0.6, -0.2], [0.2, 1.3, 0.6], [-0.7, -0.6, 0.3], [-0.9, -0.3, -0.1], [1.1, -0.1, -0.2], [0.0, -0.1, 0.3], [0.3, -1.1, -0.7], [-0.1, -0.2, -0.4], [0.5, 1.4, -0.1], [-0.4, 0.1, 1.4], [1.3, 0.8, 0.7], [1.3, -0.3, -0.3], [-0.1, -1.4, -1.2], [-0.2, 0.8, 0.6], [-0.3, 0.4, -0.5], [-0.4, -0.3, -0.5], [-0.7, 0.6, -0.6], [-0.7, -0.3, 1.1], [0.5, -0.6, -0.2], [0.9, 1.5, 0.0], [0.5, -1.1, 2.8], [-0.9, 1.2, -1.4], [0.5, -0.1, 0.3], [0.2, -0.8, 0.1], [-0.7, -0.4, -1.1], [-0.1, -0.3, 0.0], [-1.1, 0.0, -0.3], [1.3, 0.2, 0.2], [-0.4, 0.1, -1.1], [-0.4, -1.5, 0.0], [-0.1, -0.4, -1.7], [0.1, -1.2, -0.1], [-0.5, 2.3, 0.0], [-0.1, -0.3, 0.6], [-0.3, 0.1, 0.0], [0.4, 0.3, 0.8], [-0.1, 0.6, 0.0], [0.2, 0.8, 0.3], [0.9, -0.9, 0.3], [-0.8, -0.5, 0.0], [-0.9, 0.1, -0.8], [2.2, 0.0, 0.5], [0.0, -1.1, 0.5], [0.3, 0.1, 0.1], [0.2, 0.1, 0.4], [-0.1, -0.3, 0.0], [0.4, 1.4, 0.1], [-1.2, -0.5, -0.3], [0.0, 0.8, -1.0], [-0.1, -2.8, -0.3], [1.6, 1.9, -1.5], [-0.5, -0.2, 1.1], [0.2, 0.5, -0.4], [-0.4, 0.8, 0.4], [-0.5, 0.5, 0.1], [-0.1, -0.3, 0.5], [-0.7, -0.8, 0.9], [-0.1, 0.4, -1.1], [0.5, -0.1, 0.2], [0.3, 1.6, 0.2], [1.7, 0.3, 0.0], [-0.2, 0.1, -0.6], [-0.4, -0.2, 0.2], [-0.5, -0.5, -0.1], [-0.3, -0.1, -0.4], [-0.3, -0.5, 0.5], [-0.7, -0.5, 0.1], [0.3, -0.1, 0.1], [2.2, 0.3, 1.1], [-0.9, 1.2, -1.6], [0.0, -1.1, 0.6], [-0.6, -0.4, 0.3], [0.2, 0.1, 0.0], [0.0, -0.8, -0.3], [-0.6, -0.2, -0.3], [-0.3, -0.1, 0.7], [0.0, 0.9, -0.2], [1.5, -1.1, -0.4], [-1.9, 0.0, 1.1], [1.1, 0.2, 0.8], [-0.9, 0.4, -0.1], [-0.3, 0.1, -0.2], [0.5, 1.1, 0.9], [0.6, -0.7, -0.4], [0.0, 0.0, -1.1], [-0.8, -0.1, -0.4], [-0.9, 1.7, -0.1], [-0.1, 0.3, 0.4], [-0.7, -0.8, -1.7], [0.8, 0.0, 0.1], [-0.2, 0.4, 0.0], [0.2, -1.5, 0.2], [0.4, 0.3, -0.3], [0.6, -0.3, 0.6], [-0.1, -0.3, 1.1], [0.4, 1.7, -1.7], [0.3, -0.6, -0.7], [-0.7, 0.3, 1.5], [0.3, -0.4, 0.3], [0.3, -0.2, 0.7], [-1.1, -0.1, 0.4], [-0.5, 0.2, 0.7], [0.5, -0.7, 0.5], [0.3, 0.0, -1.5], [-0.8, -0.3, 0.4], [-0.9, 2.4, 0.5], [1.8, -0.6, 1.1], [-0.4, -0.8, -0.6], [0.7, 0.3, 0.2], [0.4, -0.2, -0.3], [0.3, -0.9, -0.9], [0.4, 0.1, 0.0], [-1.5, -0.1, -0.4]]}